ORCA calculation (wB97M-V/def2-TZVPD) on a cluster of 2 separate species, C18H32I2N4O3P in total.

```
60
C18H32I2N4O3P (wB97M-V/def2-TZVPD)
C 2.96373 -2.51643 -2.26437
O 1.70061 -2.60035 -2.96399
C 0.63419 -1.93463 -2.25940
C 0.09424 -0.59723 -2.96769
C -1.39481 -0.43365 -2.40720
I -2.32623 1.50486 -2.78164
C -1.58439 -0.76262 -0.83819
C -0.72108 0.14573 0.15655
I -3.70378 -0.27487 -0.38270
C 0.24907 -1.00433 -4.54568
P -0.91707 -0.11549 -5.79296
N -0.17215 -0.23808 -7.23080
O 1.53971 -0.50423 -5.02604
C 2.25861 0.24138 -4.05427
O 3.46320 0.48364 -3.93141
C 1.06323 0.68651 -3.04111
N 1.62922 1.06367 -1.73147
C 2.13899 2.26785 -1.69831
C 2.78402 2.72280 -0.28607
C 2.24859 3.32229 -2.87776
H 3.18078 -1.44956 -1.93133
H 3.77614 -2.80889 -3.02825
H 3.04679 -3.28600 -1.41298
H -0.20504 -2.71852 -2.13935
H 1.03546 -1.63936 -1.22584
H -2.03917 -1.20701 -2.97258
H -1.51196 -1.88161 -0.58458
H -0.53777 1.16331 -0.34907
H 0.31607 -0.26735 0.39931
H -1.30630 0.37815 1.11984
H 0.02789 -2.10317 -4.81441
H -0.94188 1.28549 -5.45754
H -2.23586 -0.70258 -5.81029
H -0.81244 -0.68767 -7.90199
H 0.51602 1.44546 -3.69120
H 2.23186 3.63521 0.11466
H 3.84808 3.07576 -0.55921
H 2.85571 1.85779 0.44673
H 2.64098 2.90935 -3.86158
H 1.17507 3.69324 -3.09292
H 2.83013 4.26821 -2.57577
C -2.40222 -2.08809 3.36841
C -2.70150 -0.77980 4.07082
N -1.78063 -0.45326 5.17273
C -0.54404 -1.00551 5.44338
C -0.06767 -0.38604 6.55759
N -1.01536 0.54035 6.93404
C -2.03928 0.49316 6.08010
C -0.93552 1.44471 8.07791
H -2.38419 -2.92088 4.07619
H -3.16525 -2.29453 2.61615
H -1.43460 -2.05022 2.86113
H -3.70982 -0.81744 4.49170
H -2.66668 0.04797 3.35731
H -0.14613 -1.78189 4.81487
H 0.83566 -0.48747 7.13320
H -2.92456 1.11191 6.11605
H -1.79495 1.27311 8.72689
H -0.94355 2.47403 7.71767
H -0.01819 1.26285 8.63680
```

Values from the calculation:
E_HOMO = -9.57 eV
total charge = +1
E_LUMO = -3.0 eV
molecular weight = 637.26 g mol⁻¹